1.
Computed, not measured: a molecular structure, C20H46FO21PSSi2 at a distorted geometry, with wB97M-V/def2-TZVPD.

Charge   0
2S+1   1

Structure (XYZ):
```
92
C20H46FO21PSSi2, DFT wB97M-V/def2-TZVPD
O -5.560 3.999 2.026
P -5.568 4.920 0.689
O -6.429 4.043 -0.367
S -6.332 6.662 0.956
Si -3.470 5.084 -0.122
O -2.411 4.383 0.963
Si -2.010 2.774 0.725
C -2.426 1.621 2.163
C -2.758 2.301 3.488
F -2.108 3.507 3.652
H -4.766 4.211 2.542
H -5.898 3.257 -0.572
H -3.395 4.560 -1.496
H -3.174 6.522 -0.169
H -2.727 2.243 -0.461
H -0.575 2.670 0.414
H -3.289 1.028 1.888
H -1.584 0.960 2.323
H -3.832 2.383 3.614
H -2.412 1.661 4.291
C 1.046 4.973 -0.636
O 0.584 5.230 -1.965
C 1.311 4.654 -2.920
O 2.284 3.969 -2.751
O 0.771 4.969 -4.098
C 1.455 4.415 -5.224
H 0.373 5.492 0.042
H 1.013 3.909 -0.421
H 2.054 5.357 -0.494
H 1.444 3.328 -5.184
H 2.479 4.781 -5.270
H 0.917 4.746 -6.108
C -3.113 -1.350 8.532
O -1.719 -1.581 8.318
C -1.304 -1.324 7.079
O -1.993 -0.932 6.172
O -0.001 -1.579 7.018
C 0.588 -1.362 5.733
H -3.314 -1.596 9.570
H -3.362 -0.306 8.357
H -3.713 -1.993 7.890
H 0.487 -0.320 5.435
H 0.139 -2.018 4.988
H 1.642 -1.605 5.829
C -2.612 -3.884 4.203
O -2.363 -5.125 3.540
C -1.070 -5.413 3.410
O -0.153 -4.731 3.791
O -0.964 -6.583 2.784
C 0.381 -7.018 2.578
H -3.689 -3.755 4.250
H -2.215 -3.904 5.216
H -2.181 -3.055 3.645
H 0.893 -7.158 3.528
H 0.926 -6.308 1.959
H 0.337 -7.972 2.061
C 5.471 -4.904 -1.671
O 4.202 -5.468 -1.326
C 3.257 -4.571 -1.061
O 3.389 -3.378 -1.085
O 2.130 -5.227 -0.753
C 1.040 -4.357 -0.436
H 6.141 -5.737 -1.861
H 5.390 -4.297 -2.571
H 5.862 -4.309 -0.849
H 0.781 -3.732 -1.289
H 1.280 -3.738 0.426
H 0.189 -4.987 -0.190
C 2.338 -7.089 -3.051
O 1.633 -7.466 -4.243
C 1.996 -8.641 -4.748
O 2.835 -9.377 -4.298
O 1.269 -8.866 -5.844
C 1.558 -10.104 -6.494
H 1.953 -6.129 -2.757
H 2.159 -7.807 -2.254
H 3.402 -7.004 -3.253
H 1.350 -10.944 -5.834
H 2.594 -10.133 -6.825
H 0.905 -10.161 -7.360
C 2.667 7.634 -3.135
O 2.796 8.815 -3.928
C 1.690 9.557 -3.983
O 0.648 9.313 -3.437
O 1.942 10.619 -4.749
C 0.834 11.509 -4.897
H 3.626 7.122 -3.167
H 2.438 7.889 -2.101
H 1.902 6.985 -3.544
H 0.535 11.914 -3.932
H -0.006 11.004 -5.370
H 1.169 12.321 -5.536
```

***

2.
Computed, not measured: 8 unconnected molecules or ions with the total composition C20H46N2O13 at a distorted geometry, with wB97M-V/def2-TZVPD.

Charge   -2
2S+1   1

Structure (XYZ):
```
81
C20H46N2O13, DFT wB97M-V/def2-TZVPD
O 3.157 0.711 1.620
H 2.719 0.571 2.463
H 2.973 1.603 1.318
H 4.080 0.451 1.559
C 0.330 4.615 0.199
C -0.238 5.932 0.031
C 0.543 7.187 0.656
O 0.080 8.319 0.559
C 1.820 6.941 1.306
C 2.280 5.627 1.389
C 1.506 4.413 0.833
O 1.900 3.186 0.884
O 3.392 5.583 2.048
O -1.237 6.288 -0.662
H -0.259 3.775 -0.138
H 2.280 7.738 1.871
C 0.820 -1.396 5.448
C 1.333 -0.856 4.125
O 1.917 0.441 4.058
H 0.392 -2.384 5.280
H 0.123 -0.735 5.964
H 1.646 -1.507 6.150
H 0.530 -1.118 3.436
H 2.194 -1.487 3.904
O 5.631 -0.173 2.006
H 5.423 -0.943 2.535
H 6.437 0.171 2.390
O 5.022 3.215 1.806
H 5.867 3.662 1.758
H 4.375 3.912 1.692
O 1.909 3.332 3.962
H 2.364 3.592 3.161
H 1.912 2.375 3.940
C -5.342 -2.138 0.309
O -4.146 -2.109 1.165
C -2.977 -2.409 0.366
C -1.654 -2.248 1.041
N -0.592 -2.464 0.054
C 0.663 -2.079 0.672
C 1.819 -2.338 -0.296
O 2.955 -1.608 0.073
C 4.153 -1.837 -0.651
H -5.439 -1.226 -0.281
H -6.221 -2.333 0.923
H -5.297 -3.003 -0.354
H -2.968 -1.761 -0.509
H -3.118 -3.398 -0.071
H -1.585 -2.809 1.973
H -1.703 -1.209 1.367
H -0.656 -1.923 -0.797
H 0.767 -2.548 1.651
H 0.683 -1.017 0.917
H 1.577 -2.264 -1.356
H 1.909 -3.422 -0.224
H 4.839 -1.026 -0.409
H 4.054 -1.481 -1.677
H 4.634 -2.813 -0.593
C 0.909 0.600 -1.751
O -0.241 -0.252 -1.913
C -0.741 -0.285 -3.261
C -2.164 -0.928 -3.372
N -1.908 -2.325 -3.674
C -3.132 -2.963 -4.194
C -4.301 -3.168 -3.170
O -4.992 -1.931 -2.974
C -5.879 -1.476 -4.019
H 0.700 1.649 -1.541
H 1.579 0.596 -2.611
H 1.509 0.243 -0.914
H -0.002 -0.715 -3.937
H -0.837 0.732 -3.641
H -2.686 -0.466 -4.210
H -2.744 -0.684 -2.482
H -1.241 -2.254 -4.428
H -2.780 -3.917 -4.585
H -3.413 -2.507 -5.143
H -3.922 -3.641 -2.264
H -5.069 -3.825 -3.577
H -5.248 -1.038 -4.792
H -6.654 -0.752 -3.768
H -6.320 -2.269 -4.623
```

***

no.,gap between HOMO and LUMO (hartree)
1,0.327
2,0.141